Formula: C2IO2S
Source: the OMol25 dataset
Level of theory: ωB97M-V/def2-TZVPD

Its total energy is -25105.6227 eV. The value obtained for the energy above the lowest of the compared OMol25 structures with the same formula, charge and spin is 0.000 eV. As for the spin multiplicity: 1. Its net charge is -1.

Each line ends with the Mulliken charge.
Positions of all 6 atoms, in Å:
C: 0.61530 2.31026 1.01554  0.72
C: -1.69518 0.31479 -0.48903  0.04
O: 0.28256 2.55088 -0.07349  -0.34
O: 0.95989 2.23733 2.11726  -0.36
S: -2.24651 -1.11328 -0.78517  -0.06
I: 6.75265 -0.38268 -0.20475  -1.00

***

Formula: C7H11N2O2
Source: the OMol25 dataset
Level of theory: ωB97M-V/def2-TZVPD

Its total energy is -14502.7693 eV. The value obtained for the energy above the lowest of the compared OMol25 structures with the same formula, charge and spin is 2.380 eV. As for the spin multiplicity: 1. Its net charge is +1.

Each line ends with the Mulliken charge.
Positions of all 22 atoms, in Å:
C: -2.03239 0.86475 0.00873  -0.97
C: -0.80351 0.42873 -0.63782  -0.38
N: 0.15341 -0.20070 0.39893  0.08
C: 0.76374 0.91136 1.21099  -0.54
C: 2.01971 1.31617 0.98620  -0.47
C: 2.85357 0.81695 -0.18067  0.38
O: 3.90160 1.27848 -0.57162  -0.55
N: 2.39632 -0.37056 -0.68533  -0.17
C: 1.32546 -1.07241 -0.06680  0.43
C: 0.94151 -2.49186 -0.21922  -0.55
O: 1.54372 -2.04522 0.95276  -0.42
H: -2.59316 0.00662 0.41027  0.34
H: -1.72948 1.56601 0.83904  0.31
H: -2.50498 1.45017 -0.86045  0.34
H: -0.22331 1.32651 -0.95944  0.28
H: -1.06999 -0.18832 -1.44326  0.42
H: -0.31384 -0.93622 1.12772  0.52
H: 0.22461 1.36297 1.92534  0.62
H: 2.39035 2.06422 1.64931  0.44
H: 2.97912 -0.68530 -1.59730  0.36
H: -0.03558 -2.80500 -0.13068  0.27
H: 1.59062 -3.21911 -0.79243  0.27

***

Formula: C5H10NO3
Source: the OMol25 dataset
Level of theory: ωB97M-V/def2-TZVPD

Its total energy is -12972.6283 eV. The value obtained for the energy above the lowest of the compared OMol25 structures with the same formula, charge and spin is 0.873 eV. As for the spin multiplicity: 1. Its net charge is +1.

Each line ends with the Mulliken charge.
Positions of all 19 atoms, in Å:
C: 1.63584 0.19038 0.00731  0.86
C: 0.92566 -0.96553 0.03229  -0.11
C: 0.95382 1.45081 -0.06032  0.01
C: -3.22796 -0.13282 -0.34082  0.25
C: 3.13933 0.19186 0.04106  -1.61
N: -2.52032 0.52384 0.49794  -0.23
O: 1.39661 -2.19252 0.09601  -0.46
O: -0.26051 1.65053 -0.04186  -0.67
O: -4.33917 -0.69036 0.00459  -0.41
H: 1.61676 2.32308 -0.14236  0.35
H: -0.15929 -0.95105 -0.01551  0.13
H: 3.55827 -0.58488 -0.59579  0.43
H: 3.50302 0.04336 1.05726  0.34
H: 3.52089 1.14312 -0.31532  0.40
H: -2.86953 0.63546 1.44666  0.24
H: -1.56017 0.97021 0.25218  0.43
H: 2.36746 -2.21547 0.13104  0.33
H: -2.85947 -0.22170 -1.36502  0.33
H: -4.82122 -1.16831 -0.68937  0.41

***

Formula: C27H39BClN2O3
Source: the OMol25 dataset
Level of theory: ωB97M-V/def2-TZVPD

Its total energy is -50945.8792 eV. As for the spin multiplicity: 1. Its net charge is -1.

Each line ends with the Mulliken charge.
Positions of all 73 atoms, in Å:
C: 4.80408 2.26938 1.07754  -1.29
C: 3.18896 2.28030 0.81942  -0.25
C: 2.86252 1.94920 -0.71396  -1.15
C: 2.32300 0.45597 -1.03218  1.62
C: 3.37270 -0.02788 -2.16068  -1.08
C: 2.91524 -1.27906 -3.05148  -0.40
C: 1.67369 -0.93564 -4.05632  -0.63
O: 0.94875 0.75116 -1.46863  -0.72
B: -0.04839 0.79570 -0.34667  0.34
C: -1.38084 -0.01863 -0.87183  -0.24
C: -1.23199 -0.70803 -2.30938  0.61
C: -2.72988 -1.17534 -2.73790  0.00
O: -3.49784 -0.34941 -3.32970  -0.67
N: -3.26238 -2.53164 -2.52992  -0.29
C: -2.60225 -3.25550 -1.42780  0.44
C: -1.42337 -4.25312 -1.71466  -0.23
C: -0.68064 -5.03588 -0.57949  -0.47
C: -1.05102 -4.84941 0.92680  -0.43
C: -2.24262 -3.86786 1.22882  -0.43
C: -2.99114 -3.11772 0.08852  -0.41
C: -0.28630 2.30225 0.34673  -0.21
C: -1.72182 2.48744 1.00730  -0.06
C: -2.28639 1.71684 2.22149  -0.21
C: -3.72618 2.08621 2.74500  -0.74
C: -4.61943 3.17843 2.11354  0.68
C: -6.08605 3.58814 2.61223  -1.02
C: -4.06016 3.95295 0.87493  -0.60
C: -2.64779 3.59591 0.36482  -0.41
O: 0.78170 0.14665 0.73174  -0.07
C: 1.94027 -0.53754 0.18284  -0.10
Cl: 1.15378 -2.19524 -0.22825  -0.08
C: 3.07868 -1.00535 1.22275  -0.35
C: 2.48526 -1.38430 2.68628  -0.39
N: 3.07372 -0.52943 3.78527  -0.59
H: 4.94207 2.47029 2.20211  0.33
H: 5.19165 3.20679 0.52079  0.40
H: 5.29269 1.30295 0.72108  0.25
H: 2.88980 3.38915 0.98478  0.29
H: 2.60899 1.68728 1.59783  0.16
H: 3.81588 2.23337 -1.30977  0.44
H: 2.07543 2.72249 -1.05863  0.14
H: 4.32771 -0.34912 -1.60063  0.23
H: 3.63987 0.80799 -2.91474  0.39
H: 3.80126 -1.48857 -3.77314  0.40
H: 2.76454 -2.25612 -2.48044  0.24
H: 1.27701 0.12350 -3.92235  0.06
H: 0.87367 -1.75221 -3.97507  0.03
H: 2.05589 -0.99461 -5.14985  0.43
H: -2.33026 0.64288 -0.93724  0.41
H: -1.62382 -0.78803 -0.03764  -0.32
H: -0.60253 -1.65757 -2.33134  -0.36
H: -0.88073 -0.02033 -3.14447  0.35
H: -4.26820 -2.53355 -2.31064  0.40
H: -1.08584 -4.45067 -2.78465  0.31
H: 0.17544 -5.76405 -0.80077  0.30
H: -0.48358 -5.40385 1.75458  0.33
H: -2.49942 -3.74906 2.33857  0.27
H: -3.84833 -2.40578 0.38602  0.19
H: 0.47712 2.41217 1.21141  -0.11
H: -0.02421 3.13564 -0.39707  0.26
H: -1.66074 0.92311 2.74030  0.32
H: -4.13061 1.53259 3.66739  0.18
H: -6.54192 2.78992 3.29013  0.29
H: -6.73869 3.66141 1.65885  0.27
H: -6.11786 4.64776 3.07362  0.23
H: -4.66140 4.78572 0.37281  0.23
H: -2.25817 4.17184 -0.54253  0.21
H: 3.48512 -2.00430 0.80178  0.44
H: 3.97854 -0.30816 1.28607  -0.11
H: 2.78002 -2.48091 2.91737  0.25
H: 1.35065 -1.28724 2.73903  0.15
H: 2.26073 -0.28487 4.38240  0.24
H: 3.66635 -1.16743 4.34693  0.27